{"formula": "C8H19N4O5ReS", "method": "ωB97M-V/def2-TZVPD", "gap_ev": [7.22, 7.21], "homo_energy_ev": [-11.811, -11.550], "total_charge": 1, "s_squared": 0.766, "fmax_ev_per_a": 1.07, "de_lowest_kj_mol": 57.2, "spin_multiplicity": 2, "species": ["Re", "S", "O", "O", "O", "O", "O", "N", "N", "N", "N", "C", "C", "C", "C", "C", "C", "C", "C", "H", "H", "H", "H", "H", "H", "H", "H", "H", "H", "H", "H", "H", "H", "H", "H", "H", "H", "H"], "coordinates": [[-0.41881, 0.21956, 0.06084], [-0.65581, -2.07456, 0.73563], [3.25742, -0.91378, -1.40829], [0.60840, -2.65576, 1.20523], [-0.55780, 2.30539, -0.35982], [1.75161, 0.04036, 3.48187], [0.10588, 0.35519, 1.98356], [1.54643, 3.04941, 0.09265], [1.56413, -0.07734, -0.08400], [-0.23744, 4.50247, -0.09462], [-0.14558, 0.00313, -2.11597], [0.24197, 3.25483, -0.10928], [2.16125, -0.44133, -1.28483], [-1.33389, -3.16801, -0.48411], [1.29798, -0.10176, -2.48264], [1.37094, 0.02529, 2.35398], [-2.50957, 0.02826, -0.27410], [2.28296, -0.31377, 1.18443], [-1.87433, -2.18600, 2.02967], [-2.85698, -2.39341, 1.60596], [-0.59149, -3.23441, -1.27914], [2.63222, -1.33605, 1.28446], [-2.96350, 0.29486, 0.69438], [-0.55832, 0.80075, -2.58974], [-1.87053, -1.24623, 2.57671], [2.16248, 3.79063, 0.37785], [-1.22692, 4.63293, -0.21093], [-0.63354, -0.81377, -2.46337], [-2.83876, 0.76440, -1.01569], [1.88047, 2.09874, 0.12428], [1.63950, 0.86254, -2.85595], [3.16115, 0.33381, 1.24049], [-1.53397, -2.99942, 2.66988], [-2.28632, -2.79354, -0.85642], [0.33737, 5.30157, 0.10421], [-2.92643, -0.93542, -0.56853], [1.46849, -0.83841, -3.26201], [-1.45063, -4.14113, -0.00664]], "forces_ev_per_a": [[-0.4, -0.1, 1.0], [0.5, 0.4, -0.1], [0.3, 0.0, 0.0], [-0.3, 0.0, 0.0], [0.2, -0.4, 0.1], [-0.1, 0.0, 0.2], [0.5, 0.3, -0.3], [-0.1, 0.1, 0.0], [-0.1, -0.2, -0.2], [0.0, -0.1, 0.0], [0.2, 0.0, 0.0], [0.0, 0.2, 0.1], [-0.1, 0.1, 0.5], [0.0, -0.1, -0.1], [-0.2, 0.1, 0.0], [-0.3, 0.1, -0.2], [0.1, -0.3, -0.6], [-0.1, 0.1, -0.3], [-0.1, 0.0, 0.0], [0.1, 0.0, 0.1], [0.0, -0.1, 0.0], [0.0, -0.1, 0.0], [0.2, 0.1, 0.0], [0.0, 0.1, 0.0], [0.0, 0.0, 0.1], [0.0, 0.0, 0.0], [0.0, 0.0, 0.0], [-0.1, 0.0, 0.0], [0.0, 0.0, 0.1], [0.0, -0.1, 0.0], [0.0, 0.0, 0.0], [0.1, 0.0, -0.1], [-0.1, 0.0, 0.0], [0.1, -0.1, 0.0], [0.0, 0.0, 0.0], [-0.1, 0.2, 0.1], [0.0, 0.0, 0.0], [0.0, 0.0, -0.1]]}


{"formula": "C54H45BaBrGeO3Sb2", "method": "ωB97M-V/def2-TZVPD", "gap_ev": [2.83, 3.86], "homo_energy_ev": [0.852, -0.188], "total_charge": -2, "fmax_ev_per_a": 3.06, "species": ["Ba", "Sb", "Sb", "Br", "Ge", "O", "O", "O", "C", "C", "C", "C", "C", "C", "C", "C", "C", "C", "C", "C", "C", "C", "C", "C", "C", "C", "C", "C", "C", "C", "C", "C", "C", "C", "C", "C", "C", "C", "C", "C", "C", "C", "C", "C", "C", "C", "C", "C", "C", "C", "C", "C", "C", "C", "C", "C", "C", "C", "C", "C", "C", "C", "H", "H", "H", "H", "H", "H", "H", "H", "H", "H", "H", "H", "H", "H", "H", "H", "H", "H", "H", "H", "H", "H", "H", "H", "H", "H", "H", "H", "H", "H", "H", "H", "H", "H", "H", "H", "H", "H", "H", "H", "H", "H", "H", "H", "H"], "coordinates": [[1.57034, -1.84365, -1.04338], [-1.57335, 0.69929, -0.38389], [3.57421, 3.49466, -0.93361], [7.14353, 1.81887, -1.35919], [-2.26046, -2.45451, -0.99009], [4.38121, 1.03689, -2.07767], [3.55305, -0.95972, -1.53913], [3.52761, -5.18906, -0.13151], [-5.88087, -0.35468, -1.81219], [-3.39698, -4.96373, -4.30724], [2.44866, 4.93612, 0.27026], [-1.30138, -5.79495, -3.49072], [8.31672, -0.69951, -1.68474], [-4.15213, 4.45902, -1.16933], [4.08094, 0.33764, 2.24872], [-3.19174, 3.45647, -1.11442], [-2.60922, -0.35719, 2.33468], [-6.78749, -0.80924, -0.86286], [0.24071, 1.87226, -0.48064], [5.15633, 2.36360, 2.94406], [1.80951, 3.01439, -2.14517], [-4.93249, 4.72927, -0.04992], [-4.58862, -0.85974, -1.83688], [3.96666, 2.30024, 0.83486], [2.36016, 6.25910, -0.15876], [-2.35983, -5.88286, -4.38591], [-1.29078, -4.79485, -2.52819], [0.86248, 6.80497, 1.64063], [7.08670, -0.05624, -1.66573], [-1.64974, -0.10481, 4.52596], [4.51177, -0.15972, -1.82319], [-2.90648, -5.78304, 1.62968], [-3.74504, 3.00917, 1.15499], [3.02501, -4.32369, 0.50067], [-2.94004, -4.89763, 0.56095], [1.57711, 7.18853, 0.51610], [-2.10721, -5.50963, 2.73361], [8.38549, -2.07003, -1.87191], [-2.95021, 2.71732, 0.04557], [-0.60126, 0.90881, 2.61086], [-3.37319, -3.96538, -3.33906], [1.73431, 4.57440, 1.41173], [3.65330, 0.97015, 1.08554], [-0.62715, 0.65783, 3.97826], [-1.00280, -1.06587, -1.37365], [-4.16713, -1.83385, -0.92924], [4.83076, 1.03445, 3.18222], [-5.09398, -2.27740, 0.01444], [-6.38912, -1.77192, 0.05319], [-1.34464, -4.35135, 2.75958], [-2.18830, -3.72169, 0.57307], [0.87822, 1.83917, -1.86838], [-1.38997, -3.47028, 1.68548], [4.73386, 2.98287, 1.77765], [0.94396, 5.49261, 2.08834], [-2.32092, -3.85673, -2.43060], [7.21636, -2.80222, -2.02006], [-1.58308, 0.39392, 1.76409], [-2.64711, -0.60589, 3.70040], [-4.72746, 3.99553, 1.11146], [5.89974, -0.76879, -1.81888], [5.99729, -2.15369, -1.97965], [1.42093, 0.90601, -2.01278], [2.90911, 6.56971, -1.04336], [5.74612, 2.91582, 3.66650], [0.23723, 7.52115, 2.15980], [0.19630, 1.52052, 2.20288], [-3.59948, 2.45778, 2.08201], [-4.79679, -3.02377, 0.74353], [-2.61336, 3.22911, -2.01177], [5.07320, -2.70951, -2.05402], [-4.19435, -3.25817, -3.28853], [-5.33464, 4.19994, 1.98936], [9.34900, -2.56430, -1.87941], [0.37332, 5.17925, 2.95441], [3.83189, -0.70467, 2.41182], [-4.30340, 5.02434, -2.08489], [-3.45040, -1.20403, 4.11615], [9.21732, -0.11748, -1.54526], [-7.08377, -2.12071, 0.80998], [0.09434, 1.83592, -2.63428], [-5.69750, 5.49744, -0.08697], [1.24167, 3.94754, -2.09012], [0.96146, 1.52780, 0.26925], [-0.71464, -4.13491, 3.61438], [-3.87045, -0.47057, -2.55205], [-3.49804, -6.69184, 1.60046], [-0.46720, -4.75765, -1.81806], [-0.79772, -2.56001, 1.71735], [3.07317, 0.39754, 0.37988], [-2.37720, -6.66527, -5.13642], [-1.66774, -0.30741, 5.59081], [-0.04177, 2.89272, -0.21310], [1.51787, 8.20995, 0.15716], [2.23176, 2.92981, -3.14975], [-7.79160, -0.40248, -0.82609], [-4.22797, -5.02705, -5.00173], [5.16044, 0.54760, 4.09176], [7.25774, -3.87585, -2.15037], [0.15442, 1.05980, 4.61432], [-3.39209, -0.75638, 1.69813], [-6.17751, 0.41381, -2.51686], [5.00259, 4.01947, 1.59492], [-0.48818, -6.51070, -3.53797], [-3.55637, -5.12439, -0.30374], [-2.07358, -6.20440, 3.56527], [1.78014, 3.55447, 1.77611]], "forces_ev_per_a": [[-2.5, -1.5, 0.9], [-0.5, 0.3, -0.2], [-0.2, 0.3, 0.1], [0.1, -0.1, 0.0], [-0.2, 0.3, -0.5], [-0.1, -0.2, -0.1], [2.4, 1.1, -0.8], [0.2, -0.2, 0.1], [0.0, 0.0, 0.0], [0.0, 0.0, 0.0], [0.1, -0.1, -0.1], [0.0, 0.0, 0.0], [0.1, 0.0, 0.0], [0.0, 0.0, 0.0], [0.0, 0.0, -0.1], [0.0, 0.0, 0.1], [0.0, 0.0, 0.0], [0.0, 0.0, 0.0], [0.1, 0.0, -0.1], [0.0, 0.0, 0.0], [0.2, -0.2, 0.2], [0.0, 0.0, 0.0], [0.1, 0.0, 0.0], [-0.2, 0.0, -0.3], [0.0, -0.1, 0.0], [0.0, 0.0, 0.0], [0.0, 0.1, 0.0], [0.0, 0.0, 0.0], [0.0, 0.1, 0.0], [0.0, 0.0, 0.0], [0.1, 0.5, 0.1], [0.0, 0.0, 0.0], [0.0, 0.0, 0.0], [-0.3, 0.4, -0.4], [0.0, 0.0, 0.0], [0.0, 0.0, 0.0], [0.0, 0.0, 0.0], [-0.1, 0.0, 0.0], [0.2, 0.0, 0.0], [-0.1, -0.1, 0.0], [0.0, 0.0, 0.0], [0.0, 0.0, 0.0], [0.0, 0.0, 0.2], [0.0, 0.0, 0.0], [0.2, -0.8, 0.6], [0.0, -0.1, 0.1], [0.0, 0.0, 0.0], [0.0, 0.0, 0.0], [0.0, 0.0, 0.0], [0.0, 0.0, 0.0], [0.2, 0.3, -0.1], [0.0, 0.2, 0.2], [0.0, 0.0, 0.0], [0.0, 0.0, 0.0], [0.0, 0.0, 0.0], [0.0, 0.1, 0.1], [0.1, -0.1, 0.0], [0.2, 0.0, 0.1], [0.0, 0.0, 0.0], [0.0, 0.0, 0.0], [0.0, -0.3, 0.0], [-0.1, 0.1, 0.0], [0.1, -0.1, -0.1], [0.0, 0.0, 0.0], [0.0, 0.0, 0.0], [0.0, 0.0, 0.0], [0.0, 0.0, 0.1], [0.0, 0.0, 0.0], [0.0, 0.0, 0.0], [0.0, 0.0, 0.0], [0.0, -0.1, 0.0], [0.0, 0.0, 0.0], [0.0, 0.0, 0.0], [0.0, 0.0, 0.0], [0.0, 0.0, 0.0], [0.0, 0.0, 0.0], [0.0, 0.0, 0.0], [0.0, 0.0, 0.0], [0.0, 0.0, 0.0], [0.0, 0.0, 0.0], [0.0, 0.0, 0.0], [0.0, 0.0, 0.0], [0.0, 0.0, 0.0], [0.0, 0.1, 0.0], [0.0, 0.0, 0.0], [0.0, 0.0, 0.0], [0.0, 0.0, 0.0], [0.0, -0.1, 0.0], [0.0, 0.0, 0.0], [0.0, 0.1, -0.2], [0.0, 0.0, 0.0], [0.0, 0.0, 0.0], [0.0, 0.0, 0.0], [0.0, 0.0, 0.0], [0.0, 0.0, 0.0], [0.0, 0.0, 0.0], [0.0, 0.0, 0.0], [0.0, 0.0, 0.0], [0.0, 0.0, 0.0], [0.0, 0.0, 0.0], [0.0, -0.1, 0.0], [0.0, 0.0, 0.0], [0.0, 0.0, 0.1], [0.0, 0.0, 0.0], [0.0, 0.0, 0.0], [0.0, 0.0, 0.0], [0.0, 0.0, 0.0]]}